No. 1
Entry from the OMol25 dataset: a 3-piece molecular cluster, C3H12O2S overall in a non-equilibrium geometry (ωB97M-V/def2-TZVPD).

Calculated values
Structure (SMILES) ... CCSC.O.O
Molar mass ... 112.19 g/mol
Charge ... 0
Relative energy (zero: lowest compared OMol25 entry of this formula, charge and spin) ... 98.41 kJ/mol
Calculated total energy ... -670.12619 hartree

Element x y z (Å)
C -1.6788 1.3199 1.3768
C -0.1983 1.1316 1.0715
S 0.5434 1.8597 -0.4269
C -0.9876 2.0376 -1.5009
H -2.0891 1.1148 2.3629
H -1.9134 2.3764 1.2212
H -2.1624 0.7833 0.5152
H 0.4701 1.5136 1.8575
H 0.0039 0.0597 0.9270
H -1.5755 2.7459 -0.9058
H -1.4390 1.0672 -1.5015
H -0.9423 2.5704 -2.4645
H 3.0704 -1.1579 -1.6344
H 2.2739 -1.9065 -0.5829
O 2.9812 -2.0283 -1.2248
H 0.4597 -4.6120 0.1279
H 1.9603 -4.7315 0.2966
O 1.2236 -4.1438 0.4852

Atoms 1-6, force components in eV/Å:
C -0.1335 0.9029 -2.2244
C 0.7749 -1.0187 0.7146
S -0.7045 0.7675 -1.1930
C 0.3676 1.2711 1.4473
H 0.4824 -0.7431 -0.0591
H -0.1261 0.0618 -0.0031



No. 2
Entry from the OMol25 dataset: a 3-piece molecular cluster, C3H12O2S2 overall in a non-equilibrium geometry (ωB97M-V/def2-TZVPD).

Calculated values
Structure (SMILES) ... CCSSC.O.O
Molar mass ... 144.26 g/mol
Charge ... 0
Relative energy (zero: lowest compared OMol25 entry of this formula, charge and spin) ... 56.95 kJ/mol
Calculated total energy ... -1068.34251 hartree

Element x y z (Å)
C -1.4842 -0.4137 -3.3031
C -1.8975 -0.5256 -1.8162
S -0.4642 -0.3890 -0.7349
S -0.9039 1.1105 0.5739
C -1.8247 0.1936 1.8461
H -1.1850 0.6173 -3.4905
H -0.6655 -1.0830 -3.5573
H -2.3646 -0.6203 -3.9045
H -2.4356 -1.4604 -1.6802
H -2.5601 0.3045 -1.6266
H -1.1104 -0.3380 2.4670
H -2.5626 -0.4437 1.4247
H -2.2893 0.9200 2.5130
H 3.4876 -1.2869 -0.8030
H 2.3244 -0.9676 0.1604
O 3.2323 -1.2790 0.1219
H 4.1577 2.1982 4.6516
H 4.2468 1.2643 3.4597
O 4.2987 2.1989 3.6980

Atoms 1-6, force components in eV/Å:
C -0.1747 0.3367 0.7739
C 0.0487 0.0108 -1.2888
S 0.3471 -0.0313 0.2221
S -0.3478 -0.2196 -0.0745
C 0.9282 0.8721 0.7405
H 0.1787 -0.0746 -0.1414



No. 3
Entry from the OMol25 dataset: a 3-piece molecular cluster, C3H12O2S2 overall in a non-equilibrium geometry (ωB97M-V/def2-TZVPD).

Calculated values
Structure (SMILES) ... CCCSS.O.O
Molar mass ... 144.26 g/mol
Charge ... 0
Relative energy (zero: lowest compared OMol25 entry of this formula, charge and spin) ... 135.00 kJ/mol
Calculated total energy ... -1068.31278 hartree

Element x y z (Å)
C -0.2571 -0.0910 0.0341
C -0.0049 -1.1485 1.2040
C 0.9938 0.5462 -0.5043
S 0.5850 1.7211 -1.8755
S -0.8170 2.9350 -1.1800
H -0.9942 0.6246 0.4285
H -0.7886 -0.4119 -0.8582
H 0.4623 -0.7823 2.1307
H -0.8274 -1.8202 1.3893
H 0.6441 -1.8861 0.7408
H 1.7167 -0.1703 -0.9766
H 1.5082 1.0407 0.3557
H -1.6959 2.7776 -2.1190
H 0.7543 2.4635 0.8676
H 0.2674 3.0992 2.1831
O 0.5244 2.2298 1.8301
H -1.0580 -4.0787 -1.8166
H -0.4082 -3.0444 -0.8762
O -0.6048 -4.0043 -0.9576

Atoms 1-6, force components in eV/Å:
C -0.9940 -0.5274 1.4698
C 0.5446 -0.1324 -2.1847
C 0.3495 0.3975 0.7286
S 1.9338 -1.0781 -0.4955
S -0.2247 1.4375 1.4954
H 0.7295 0.3221 -0.0487



No. 4
Entry from the OMol25 dataset: a 3-piece molecular cluster, C3H12O3 overall in a non-equilibrium geometry (ωB97M-V/def2-TZVPD).

Calculated values
Structure (SMILES) ... CO.CO.CO
Molar mass ... 96.13 g/mol
Charge ... 0
Relative energy (zero: lowest compared OMol25 entry of this formula, charge and spin) ... 167.38 kJ/mol
Calculated total energy ... -347.14482 hartree

Element x y z (Å)
C 1.8253 -1.6329 0.3377
O 0.8117 -0.9331 -0.4618
H 1.8051 -1.2737 1.3666
H 1.6750 -2.7123 0.3231
H 2.8330 -1.4367 -0.0286
H -0.0921 -1.0840 -0.1755
C -2.3174 -0.1645 0.0680
O -2.1014 -1.4987 0.3551
H -2.1480 0.4640 0.9424
H -1.7943 0.2064 -0.8134
H -3.3856 -0.0716 -0.1281
H -2.7741 -1.8323 0.9533
C 0.6995 2.2116 -0.5903
O 1.7419 1.7619 0.1558
H 0.9098 2.1089 -1.6549
H -0.2699 1.8030 -0.3052
H 0.8659 3.2807 -0.4583
H 1.7154 0.8032 0.1142

Atoms 1-6, force components in eV/Å:
C -1.1893 0.2446 -0.0650
O 1.7554 -0.0966 0.0113
H -0.1271 -0.0770 0.1265
H -0.1237 0.0167 -0.0135
H -0.3210 0.2703 -0.4875
H 0.0964 -0.6284 0.5553



No. 5
Entry from the OMol25 dataset: a 3-piece molecular cluster, C3H12O3 overall in a non-equilibrium geometry (ωB97M-V/def2-TZVPD).

Calculated values
Structure (SMILES) ... CCCO.O.O
Molar mass ... 96.13 g/mol
Charge ... 0
Relative energy (zero: lowest compared OMol25 entry of this formula, charge and spin) ... 50.44 kJ/mol
Calculated total energy ... -347.18936 hartree

Element x y z (Å)
C -1.9767 0.5578 -0.9496
O -2.2572 0.2010 -2.3089
C -0.6418 -0.0398 -0.4884
C -0.5140 0.1334 1.0481
H -2.7303 0.1957 -0.2463
H -1.9432 1.6461 -0.8945
H -1.6270 -0.4971 -2.4623
H 0.2113 0.5196 -0.8677
H -0.5404 -1.0886 -0.7649
H 0.5251 0.3203 1.3233
H -0.9386 -0.6239 1.6978
H -0.9950 1.0767 1.3315
H 3.3282 0.2303 5.0779
H 4.3677 -0.7939 5.3405
O 4.2477 0.0301 4.8830
H 1.2059 -0.7935 -3.5358
H -0.0283 -0.1970 -4.3878
O 0.3064 -0.8772 -3.7958

Atoms 1-6, force components in eV/Å:
C 0.6647 -0.4050 -0.3349
O -0.2171 0.3276 0.7954
C -0.0444 0.6456 1.4145
C 0.1772 0.9260 -0.1336
H -0.3765 -0.0241 -0.2503
H -0.0188 0.0387 0.1269



No. 6
Entry from the OMol25 dataset: a 4-piece molecular cluster, C3H12O3 overall (ωB97M-V/def2-TZVPD).

Calculated values
Structure (SMILES) ... C=CC.O.O.O
Molar mass ... 96.13 g/mol
Charge ... 0
Relative energy (zero: lowest compared OMol25 entry of this formula, charge and spin) ... 24.41 kJ/mol
Calculated total energy ... -347.19928 hartree

Element x y z (Å)
C 1.8322 -0.5863 0.2652
C 1.7422 0.5215 1.2565
C 1.1733 1.7013 1.0478
H 2.8594 -0.7443 -0.0460
H 1.1778 -0.4277 -0.5908
H 1.4910 -1.5109 0.7294
H 2.0124 0.3026 2.2933
H 1.1193 2.4701 1.8008
H 0.7128 1.9160 0.0913
H -1.4705 -0.2850 -2.0706
H -0.8722 0.9676 -2.7402
O -0.9358 0.5092 -1.8971
H -2.4638 -2.6716 -0.9686
H -2.1915 -1.3603 -0.1947
O -2.5324 -1.7166 -1.0397
H -0.5064 0.1743 1.0250
H -1.7091 0.7179 0.2156
O -1.4386 0.0222 0.8227

Atoms 1-6, force components in eV/Å:
C -0.3250 -0.2605 0.1358
C -0.4859 0.1545 0.8289
C -0.0029 -0.0356 -0.4494
H 0.1558 -0.0361 -0.1779
H 0.1934 0.2190 -0.1723
H 0.0954 -0.1722 0.0709



No. 7
Entry from the OMol25 dataset: a 3-piece molecular cluster, C3H12O3 overall in a non-equilibrium geometry (ωB97M-V/def2-TZVPD).

Calculated values
Structure (SMILES) ... CC(C)O.O.O
Molar mass ... 96.13 g/mol
Charge ... 0
Relative energy (zero: lowest compared OMol25 entry of this formula, charge and spin) ... 136.46 kJ/mol
Calculated total energy ... -347.15660 hartree

Element x y z (Å)
C 1.3021 -0.3233 0.3809
C 0.1498 -0.3789 -0.5939
C -0.8722 0.6447 0.0536
O 0.5280 0.1749 -1.8419
H 2.1604 -1.0547 0.0807
H 1.8925 0.6439 0.4355
H 1.1588 -0.6099 1.3901
H -0.1662 -1.3259 -0.6447
H -1.7796 -0.0595 0.3930
H -0.6980 1.0322 1.0085
H -1.0382 1.5247 -0.6161
H 1.4693 0.2862 -1.9444
H -1.0543 -2.2223 2.6159
H -0.5074 -2.9536 3.7552
O -0.9685 -3.1040 2.9382
H -1.2734 2.6420 -2.7412
H 0.1845 2.1901 -2.3922
O -0.4876 2.8933 -2.2772

Atoms 1-6, force components in eV/Å:
C 4.4117 -0.8184 -1.2884
C 1.8071 6.3230 2.7021
C -2.8377 -2.8634 -1.2415
O -0.5350 -0.2917 -0.8764
H -1.3335 0.8585 0.1424
H -1.2541 -0.6171 -0.3007



No. 8
Entry from the OMol25 dataset: a 4-piece molecular cluster, C3H12O4 overall in a non-equilibrium geometry (ωB97M-V/def2-TZVPD).

Calculated values
Structure (SMILES) ... C=CCO.O.O.O
Molar mass ... 112.12 g/mol
Charge ... 0
Relative energy (zero: lowest compared OMol25 entry of this formula, charge and spin) ... 157.15 kJ/mol
Calculated total energy ... -422.40162 hartree

Element x y z (Å)
C 0.7094 1.6279 1.3916
O -0.6929 1.4151 1.1992
C 1.4065 0.6152 0.5527
C 1.5184 -0.6373 0.9851
H 0.8437 1.6043 2.4686
H 0.9952 2.6409 1.1007
H -1.0679 2.1671 0.7584
H 2.0015 0.8871 -0.3165
H 1.5403 -1.4684 0.3120
H 1.3630 -0.9282 2.0198
H 0.4616 0.1796 -2.3776
H 0.1913 1.2091 -1.3281
O -0.0846 0.9673 -2.2173
H -0.8800 -2.0654 -1.2612
H -1.0586 -1.5159 -2.6611
O -0.4102 -1.9626 -2.1006
H -1.1767 -0.8613 1.1735
H -2.5079 -1.6081 1.1914
O -1.6218 -1.6554 0.8223

Atoms 1-6, force components in eV/Å:
C 0.0483 1.0354 -0.0281
O -0.1383 -0.3071 0.1376
C 1.4525 -0.5310 1.1972
C -0.8045 -0.2646 0.1997
H 0.5506 -0.5807 0.1339
H -0.1279 0.0755 -0.1297



No. 9
Entry from the OMol25 dataset: a 4-piece molecular cluster, C3H12O4 overall in a non-equilibrium geometry (ωB97M-V/def2-TZVPD).

Calculated values
Structure (SMILES) ... CCC=O.O.O.O
Molar mass ... 112.12 g/mol
Charge ... 0
Relative energy (zero: lowest compared OMol25 entry of this formula, charge and spin) ... 80.19 kJ/mol
Calculated total energy ... -422.43093 hartree

Element x y z (Å)
O 0.2241 -0.8899 -0.1018
C -0.9728 -0.8789 0.0423
C -1.8595 -2.1104 -0.1326
C -2.9620 -2.0456 0.9534
H -1.4921 0.0425 0.3688
H -1.2491 -2.9557 0.1943
H -2.0706 -2.0907 -1.1999
H -3.8784 -1.6386 0.5271
H -2.6397 -1.4189 1.7892
H -3.1453 -2.9992 1.4299
H 2.2264 2.8723 0.4636
H 3.2228 3.9084 -0.1156
O 2.4657 3.3645 -0.3159
H 0.1513 1.7799 -2.8011
H 0.3773 1.1117 -1.5186
O -0.3621 1.4278 -2.0552
H 1.9447 0.4988 2.1161
H 2.0366 -0.4561 1.0027
O 2.6112 0.0256 1.6050

Atoms 1-6, force components in eV/Å:
O 0.0554 0.1342 0.0160
C -0.0155 -0.5036 0.1353
C 1.0568 0.6716 1.8505
C -0.2688 0.4339 -0.8121
H 0.0004 0.0795 -0.1522
H 0.2865 -0.0433 -0.9241



No. 10
Entry from the OMol25 dataset: a 4-piece molecular cluster, C3H12O4 overall in a non-equilibrium geometry (ωB97M-V/def2-TZVPD).

Calculated values
Structure (SMILES) ... C/C=C/O.O.O.O
Molar mass ... 112.12 g/mol
Charge ... 0
Relative energy (zero: lowest compared OMol25 entry of this formula, charge and spin) ... 96.79 kJ/mol
Calculated total energy ... -422.42461 hartree

Element x y z (Å)
C -2.6457 1.0926 -0.7694
C -1.8974 -0.0729 -0.2308
C -1.2190 -0.8922 -1.0379
O -0.3657 -1.8549 -0.5941
H -3.7354 0.9864 -0.6412
H -2.4899 1.1743 -1.8580
H -2.2649 2.0282 -0.3217
H -1.7530 -0.2525 0.8353
H -1.2809 -0.7403 -2.1180
H 0.5136 -1.6903 -0.9425
H 1.9718 0.6925 -0.9049
H 1.0454 0.2484 -2.0001
O 1.7202 -0.0885 -1.4182
H 1.3129 -2.0067 4.0430
H 1.4591 -2.7657 2.7300
O 1.3756 -1.8670 3.0897
H 2.3813 1.6895 1.3658
H 3.1212 2.5918 0.3011
O 2.7510 1.7274 0.4718

Atoms 1-6, force components in eV/Å:
C -0.4592 0.2098 -0.3711
C 0.9398 -0.8931 -0.2279
C 0.0961 0.9824 0.1725
O -0.6886 -0.6770 0.2858
H 0.3293 0.3494 0.2486
H 0.0293 -0.0480 0.3239



No. 11
Entry from the OMol25 dataset: a 2-piece molecular cluster, C3H12OSi2 overall in a non-equilibrium geometry (ωB97M-V/def2-TZVPD).

Calculated values
Structure (SMILES) ... [SiH3]CO[SiH3].C=C
Molar mass ... 120.30 g/mol
Charge ... 0
Relative energy (zero: lowest compared OMol25 entry of this formula, charge and spin) ... 384.14 kJ/mol
Calculated total energy ... -775.61038 hartree

Element x y z (Å)
C -2.6273 0.4941 -1.4096
C -2.7645 -0.3458 -0.3770
C 1.5460 -0.2348 -0.1509
O 2.1642 0.4392 0.8222
Si 0.7865 -1.9405 0.3016
Si 1.9741 1.8847 1.4461
H -2.4715 0.1685 -2.5219
H 2.1259 -0.2991 -1.0298
H -2.8605 1.6078 -1.3821
H -2.4744 -1.3408 -0.4284
H -2.9945 0.0912 0.5171
H 0.6188 0.3116 -0.4143
H 1.8195 -2.3467 1.4656
H 0.7614 -2.7029 -0.9547
H -0.6334 -1.8768 0.7110
H 2.4784 1.7785 2.7572
H 3.0961 2.6414 0.7503
H 0.7466 2.4076 1.1486

Atoms 1-6, force components in eV/Å:
C -0.7719 0.4481 -2.3625
C 0.8584 1.9593 -2.7722
C -3.5405 -0.9198 -1.0200
O 1.4140 -1.1458 1.8251
Si 1.8463 0.3826 1.1394
Si 3.6658 0.8089 -0.9567



No. 12
Entry from the OMol25 dataset: a 2-piece molecular cluster, C3H13N2O overall in a non-equilibrium geometry (ωB97M-V/def2-TZVPD).

Calculated values
Molar mass ... 93.15 g/mol
Charge ... +1
Relative energy (zero: lowest compared OMol25 entry of this formula, charge and spin) ... 205.16 kJ/mol
Calculated total energy ... -306.55755 hartree

Element x y z (Å)
C -0.5032 1.8171 -0.2196
C -1.6618 0.6924 0.1328
C -1.3300 -0.9253 0.0234
N -0.0246 -1.1946 -0.7135
N 0.8240 1.4074 0.3553
H -0.9464 2.7223 0.1914
H -0.3197 2.0846 -1.2519
H -1.7892 0.7757 1.1421
H -2.5339 1.1033 -0.4116
H -1.3812 -1.3525 0.9826
H -2.3106 -1.3347 -0.5349
H -0.0386 -1.8358 -1.5863
H 0.5949 -1.6451 0.0468
H 0.4308 -0.2637 -1.1119
H 0.7473 1.4740 1.3526
H 1.5009 2.1319 0.0299
H 3.1934 -2.1205 -0.0966
H 2.9793 -1.8971 1.2212
O 2.5688 -1.6394 0.4484

Atoms 1-6, force components in eV/Å:
C -0.4193 -1.8807 1.1625
C 2.5486 0.0856 -2.9652
C -3.5359 2.6057 -3.8471
N 0.9901 -0.1610 -0.8942
N -0.6307 1.2941 -1.4718
H 0.1696 0.1679 0.3491



Going through the records in order, we get LUMO energy values of 0.0281; 0.0251; 0.0177; 0.0226; 0.0279; 0.0274; 0.0219; 0.0206; 0.0239; 0.0198; 0.0321; -0.1164 Ha.